Entry 1:
30
Properties=species:S:1:pos:R:3 method="wB97M-V/def2-TZVPD" e_homo_ev=-10.48 total_charge=+1 lumo_ha=-0.138 e_above_lowest_kj_mol=141.8 gap_ev=6.7347
C -2.593 -0.665 -1.340
C 0.942 -1.710 -0.977
C 0.005 -0.668 -1.018
C -1.275 -1.336 -1.178
C -1.086 -2.663 -1.071
C 2.636 -0.127 -0.686
C 2.313 -1.450 -0.838
C 1.754 0.957 -0.962
C 0.398 0.676 -0.975
N 0.305 -2.936 -1.029
H 3.659 0.086 -0.383
H 3.070 -2.214 -0.731
H 2.217 1.932 -0.914
H -0.307 1.492 -1.104
H 0.727 -3.676 -0.505
H -1.822 -3.395 -1.363
H -3.448 -1.285 -1.596
H -2.358 0.179 -2.009
H -2.939 -0.188 -0.410
C -0.387 2.994 2.898
C 0.343 2.170 1.886
N -1.884 2.593 3.019
H 0.001 2.820 3.890
H -0.362 4.018 2.536
H -0.373 1.647 1.229
H 0.759 1.269 2.345
H -2.608 3.194 2.630
H -1.985 1.686 2.561
H -2.080 2.381 3.987
H 1.043 2.656 1.221

Entry 2:
34
Properties=species:S:1:pos:R:3 method="wB97M-V/def2-TZVPD" e_homo_ev=-13.02 total_charge=+1 lumo_ha=-0.186 gap_ev=7.9668
C -1.147 -2.474 3.384
C -0.108 -2.789 2.356
O 0.624 -3.729 2.391
N -0.039 -1.802 1.287
C -1.089 -2.081 0.279
O 1.237 -2.049 0.630
C 1.487 -0.984 -0.163
O 1.604 -1.035 -1.350
C 1.676 0.319 0.577
C 2.204 0.373 1.862
C 2.352 1.594 2.460
N 1.977 2.704 1.805
C 1.466 2.684 0.563
C 1.311 1.487 -0.078
H -2.136 -2.368 2.942
H -0.912 -1.550 3.908
H -1.170 -3.297 4.091
H -0.885 -3.032 -0.209
H -2.035 -2.160 0.807
H -1.163 -1.266 -0.435
H 2.499 -0.525 2.380
H 2.758 1.716 3.451
H 2.083 3.600 2.263
H 1.201 3.627 0.111
H 0.898 1.452 -1.076
C -1.990 1.414 -4.638
C -1.544 1.585 -3.200
O -1.293 0.330 -2.558
H -2.897 0.812 -4.681
H -2.189 2.379 -5.104
H -1.222 0.904 -5.223
H -2.317 2.080 -2.615
H -0.636 2.200 -3.157
H -0.607 -0.121 -3.062

Entry 3:
31
Properties=species:S:1:pos:R:3 method="wB97M-V/def2-TZVPD" e_homo_ev=-8.26 total_charge=0 lumo_ha=0.031 e_above_lowest_kj_mol=279.8 gap_ev=9.1051 smiles="[H]/N=C1/C[C@@H]2C[C@H](C1)C[C@H](C(N)=C=N)C2"
H -0.382 2.862 0.943
N 0.406 2.547 0.460
C 0.086 2.096 -0.680
C 1.177 1.389 -1.523
C 0.949 -0.131 -1.608
C -0.523 -0.386 -2.076
C -1.530 0.188 -1.194
C -1.325 1.731 -1.157
C -1.287 -0.362 0.303
C -0.113 -1.244 0.402
C 0.194 -1.452 1.875
N -0.798 -2.190 2.674
C 1.263 -1.003 2.417
N 2.275 -0.703 3.036
C 1.203 -0.703 -0.221
H 2.066 1.583 -1.020
H 1.146 1.885 -2.428
H 1.650 -0.610 -2.297
H -0.499 -0.001 -3.105
H -0.679 -1.472 -2.192
H -2.463 0.025 -1.586
H -1.542 2.124 -2.141
H -1.934 2.092 -0.370
H -1.162 0.533 1.028
H -2.061 -1.034 0.625
H -0.322 -2.234 -0.098
H -0.174 -2.647 3.389
H -1.430 -1.515 3.030
H 2.325 0.121 3.515
H 1.868 -1.609 -0.316
H 1.616 0.120 0.318

Entry 4:
34
Properties=species:S:1:pos:R:3 method="wB97M-V/def2-TZVPD" e_homo_ev=-9.53 total_charge=0 lumo_ha=0.024 e_above_lowest_kj_mol=215.5 gap_ev=10.1986 smiles="COC(=O)Cn1cc(C2(O)CCCCC2)nn1"
C -4.153 -1.864 -3.778
O -3.911 -0.666 -3.085
C -2.633 -0.193 -3.169
O -1.698 -0.709 -3.818
C -2.269 1.108 -2.442
N -1.700 0.860 -1.129
C -0.388 0.576 -0.737
C -0.337 0.751 0.594
C 0.813 0.555 1.562
O 0.497 1.145 2.810
C 1.004 -0.940 1.833
C 2.461 -1.388 1.914
C 3.223 -0.359 2.692
C 3.285 0.967 1.897
C 2.068 1.214 1.000
N -1.616 1.115 1.011
N -2.398 1.085 0.021
H -3.925 -1.733 -4.828
H -3.589 -2.702 -3.363
H -5.172 -2.181 -3.675
H -1.565 1.682 -3.055
H -3.152 1.711 -2.344
H 0.470 0.342 -1.355
H -0.472 1.076 2.955
H 0.456 -1.513 1.074
H 0.595 -1.183 2.821
H 2.896 -1.430 0.905
H 2.532 -2.376 2.373
H 2.721 -0.160 3.655
H 4.229 -0.688 2.914
H 3.347 1.797 2.568
H 4.190 0.954 1.265
H 2.277 0.853 -0.005
H 1.913 2.293 0.918

Entry 5:
38
Properties=species:S:1:pos:R:3 method="wB97M-V/def2-TZVPD" e_homo_ev=-9.39 total_charge=0 lumo_ha=0.020 gap_ev=9.9329 smiles="CNC(=O)[C@@H](CC(=O)O)NC(=O)[C@@H](CC(=O)O)NC(C)=O"
C 0.284 2.661 4.781
N 0.305 2.639 3.287
C 0.401 1.460 2.516
O 0.304 0.325 3.012
C 0.522 1.576 0.955
C 1.968 1.833 0.472
C 2.012 2.050 -1.033
O 2.167 1.172 -1.822
O 1.998 3.336 -1.458
N 0.115 0.340 0.243
C -1.055 0.110 -0.331
O -1.885 0.979 -0.384
C -1.241 -1.221 -1.019
C -2.690 -1.374 -1.615
C -3.258 -2.795 -1.415
O -2.784 -3.715 -0.729
O -4.468 -2.892 -1.950
N -0.170 -1.733 -1.906
C 1.079 -2.141 -1.447
C 1.951 -2.782 -2.431
O 1.433 -2.040 -0.275
H 1.372 2.242 4.981
H 0.328 3.685 5.220
H -0.587 2.123 5.172
H 0.066 3.427 2.842
H -0.245 2.321 0.737
H 2.558 0.988 0.811
H 2.211 2.676 1.002
H 2.633 3.237 -2.187
H 0.788 -0.448 0.149
H -1.257 -1.940 -0.164
H -2.940 -1.008 -2.571
H -3.294 -0.770 -0.903
H -4.806 -3.767 -1.718
H -0.280 -1.796 -2.887
H 2.805 -2.181 -2.766
H 2.282 -3.608 -1.830
H 1.380 -2.968 -3.341

Entry 6:
32
Properties=species:S:1:pos:R:3 method="wB97M-V/def2-TZVPD" e_homo_ev=-11.44 total_charge=+1 lumo_ha=-0.101 e_above_lowest_kj_mol=51.3 gap_ev=8.7040
C 2.768 2.104 -0.450
C 0.827 -1.046 -0.707
C 0.974 0.303 -1.082
C 2.048 0.804 -0.262
C 2.407 -0.117 0.647
C -0.198 -1.785 -1.298
C -1.078 -1.163 -2.159
C 0.086 0.970 -1.923
C -0.909 0.193 -2.494
N 1.716 -1.354 0.321
H 2.372 -2.110 0.221
H -0.371 -2.818 -1.010
H 3.173 -0.164 1.403
H -1.966 -1.660 -2.521
H -0.009 2.042 -2.030
H 3.545 1.997 -1.209
H 3.266 2.454 0.450
H -1.585 0.597 -3.234
H 2.142 2.949 -0.740
C -0.103 1.251 2.096
C -1.901 -0.173 1.347
N -0.654 -0.078 1.827
N -2.733 0.877 1.346
N -2.447 -1.397 1.363
H 0.027 -0.777 1.536
H -2.344 1.719 0.977
H -3.721 0.695 1.326
H -1.886 -2.220 1.506
H -3.324 -1.579 0.902
H -0.745 1.824 2.759
H 0.153 1.826 1.213
H 0.705 1.066 2.795

Entry 7:
32
Properties=species:S:1:pos:R:3 method="wB97M-V/def2-TZVPD" e_homo_ev=-8.55 total_charge=0 lumo_ha=0.022 e_above_lowest_kj_mol=713.2 gap_ev=9.1426
C -0.412 2.662 -1.096
C -0.195 0.533 -0.589
C -1.162 -0.459 -0.699
C -2.702 -0.352 -0.828
C -3.317 -0.658 0.570
C -0.591 -1.756 -0.847
C 0.895 -1.985 -0.836
C 1.664 -0.896 -0.682
C 3.896 -0.699 1.008
C 1.127 0.335 -0.504
C 1.429 1.967 1.186
H -0.736 3.513 -0.606
H -0.786 2.791 -2.203
H 0.738 2.549 -1.300
H -2.798 0.800 -0.947
H -2.944 -0.969 -1.907
H -2.820 0.050 1.123
H -4.414 -0.749 0.733
H -1.570 -1.977 0.602
H -3.073 -2.715 0.750
H -1.398 -2.705 -0.700
H 1.160 -3.017 -0.827
H 3.990 0.346 1.005
H 3.254 -1.267 1.699
H 4.933 -1.252 1.004
H 0.411 2.159 0.979
H 1.441 1.160 1.997
H 2.131 2.718 1.654
N -2.786 -1.848 1.269
O -0.826 1.669 -0.292
O 2.018 1.285 -0.017
S 3.443 -1.233 -0.702

Entry 8:
33
Properties=species:S:1:pos:R:3 method="wB97M-V/def2-TZVPD" e_homo_ev=-7.63 total_charge=0 lumo_ha=0.022 e_above_lowest_kj_mol=0.0 gap_ev=8.2240 smiles="CCCCC(=O)NC1=C(C(=O)OC)SCC1"
C -3.105 -1.615 1.776
C -2.884 -0.357 0.947
C -2.608 -0.694 -0.517
C -2.387 0.563 -1.365
C -1.260 1.441 -0.858
O -1.391 2.614 -0.593
N -0.071 0.766 -0.754
C 1.131 1.236 -0.302
C 2.203 0.417 -0.145
C 2.202 -1.005 -0.420
O 1.221 -1.619 -0.810
O 3.387 -1.575 -0.200
C 3.469 -2.969 -0.446
S 3.658 1.234 0.415
C 2.703 2.767 0.762
C 1.381 2.681 0.005
H -2.226 -2.255 1.736
H -3.955 -2.178 1.397
H -3.297 -1.361 2.815
H -2.041 0.204 1.356
H -3.766 0.284 1.010
H -1.740 -1.355 -0.577
H -3.460 -1.241 -0.927
H -2.157 0.275 -2.394
H -3.292 1.171 -1.372
H -0.047 -0.234 -0.966
H 3.227 -3.187 -1.488
H 2.772 -3.510 0.197
H 4.494 -3.255 -0.223
H 3.311 3.616 0.460
H 2.546 2.806 1.841
H 0.558 3.104 0.581
H 1.424 3.230 -0.941